{"formula": "C38H38BrCsN6O4", "method": "ωB97M-V/def2-TZVPD", "symbols": ["Cs", "C", "N", "C", "C", "C", "C", "C", "C", "C", "N", "C", "C", "C", "C", "C", "C", "N", "C", "C", "H", "H", "H", "H", "H", "H", "H", "H", "H", "H", "H", "H", "H", "H", "H", "H", "H", "H", "H", "H", "O", "C", "C", "C", "C", "C", "C", "C", "O", "N", "N", "C", "C", "Br", "C", "C", "C", "C", "C", "C", "C", "H", "H", "H", "H", "H", "H", "H", "H", "H", "H", "H", "H", "H", "H", "O", "C", "O", "C", "C", "C", "C", "C", "N", "H", "H", "H", "H"], "coordinates": [[-0.650, -1.037, 1.031], [1.507, 1.503, -1.490], [1.162, 1.809, -0.120], [2.351, 1.821, 0.716], [0.265, 2.888, 0.083], [-0.063, 3.756, -0.954], [-1.010, 4.767, -0.807], [-1.658, 4.902, 0.410], [-1.334, 4.062, 1.462], [-0.358, 3.046, 1.365], [-0.074, 2.163, 2.363], [-0.161, 2.523, 3.667], [-0.053, 3.845, 4.166], [-0.157, 4.147, 5.515], [-0.360, 3.145, 6.451], [-0.398, 1.825, 6.004], [-0.284, 1.498, 4.662], [-0.278, 0.144, 4.224], [1.045, -0.280, 3.801], [-0.888, -0.834, 5.097], [2.159, 2.269, -1.947], [2.028, 0.547, -1.517], [0.608, 1.407, -2.098], [3.090, 2.558, 0.352], [2.075, 2.069, 1.737], [2.819, 0.833, 0.694], [0.425, 3.640, -1.914], [-1.234, 5.435, -1.632], [-2.427, 5.656, 0.544], [-1.875, 4.154, 2.395], [0.103, 4.651, 3.461], [-0.085, 5.183, 5.831], [-0.465, 3.373, 7.506], [-0.517, 1.027, 6.727], [1.745, -0.370, 4.651], [0.986, -1.268, 3.329], [1.452, 0.438, 3.091], [-0.301, -1.037, 6.010], [-1.880, -0.496, 5.395], [-0.994, -1.779, 4.559], [2.733, -2.680, -2.974], [1.954, -3.673, -3.246], [2.386, -4.769, -4.042], [1.568, -5.847, -4.314], [0.271, -5.911, -3.807], [-0.177, -4.859, -3.019], [0.617, -3.758, -2.741], [0.044, -2.638, -1.891], [1.029, -1.834, -1.311], [-0.847, -1.834, -2.739], [-1.510, -0.853, -2.108], [-1.780, 0.207, -2.767], [-2.540, 1.313, -2.222], [-3.171, 1.143, -0.442], [-2.750, 2.479, -2.842], [-2.333, 2.797, -4.221], [-2.664, 1.987, -5.307], [-2.260, 2.317, -6.593], [-1.526, 3.471, -6.821], [-1.207, 4.297, -5.750], [-1.611, 3.968, -4.467], [1.854, -2.018, -1.888], [3.400, -4.729, -4.426], [1.946, -6.661, -4.926], [-0.365, -6.765, -4.007], [-1.179, -4.887, -2.599], [-0.593, -3.058, -1.102], [-0.399, -1.562, -3.615], [-1.396, 0.342, -3.780], [-3.185, 3.290, -2.271], [-3.251, 1.093, -5.137], [-2.522, 1.670, -7.421], [-1.205, 3.724, -7.823], [-0.631, 5.200, -5.915], [-1.350, 4.603, -3.630], [-1.709, -4.873, 3.693], [-1.142, -4.201, 2.811], [-1.637, -3.437, 1.957], [0.402, -4.353, 2.775], [1.004, -5.249, 3.659], [2.376, -5.413, 3.617], [3.111, -4.683, 2.693], [2.431, -3.809, 1.860], [1.112, -3.638, 1.900], [0.370, -5.786, 4.349], [2.868, -6.104, 4.293], [4.186, -4.784, 2.616], [2.961, -3.218, 1.120]], "mulliken_charge": [1.30, -1.03, 0.90, -1.01, 0.33, 0.04, -0.96, -1.09, -0.20, -0.20, -0.13, -0.06, -0.64, -0.72, -0.85, -0.08, 0.14, 0.77, -0.66, -1.11, 0.28, 0.27, 0.11, 0.29, 0.24, 0.25, 0.30, 0.41, 0.33, 0.52, 0.47, 0.33, 0.37, 0.32, 0.23, 0.12, -0.02, 0.33, 0.39, 0.16, -0.98, 0.81, -0.71, -0.24, -0.85, -0.30, -0.38, -0.45, -0.40, 0.02, -0.21, -0.68, 0.27, -0.12, -0.45, -0.03, -0.20, -0.65, -0.38, -0.72, -0.01, 0.38, 0.36, 0.33, 0.35, 0.38, 0.32, 0.39, 0.44, 0.52, 0.54, 0.37, 0.37, 0.38, 0.19, -0.84, 0.05, -0.67, 0.45, -0.59, -0.30, -0.76, -0.23, 0.13, 0.49, 0.37, 0.38, 0.41], "total_charge": -2, "orbital_gap_ev": 5.2}


{"formula": "C17H26N2O4", "method": "ωB97M-V/def2-TZVPD", "symbols": ["C", "C", "C", "H", "H", "O", "C", "O", "N", "H", "C", "C", "C", "H", "H", "H", "H", "H", "H", "C", "H", "H", "O", "C", "O", "N", "C", "C", "C", "C", "C", "C", "C", "H", "H", "H", "H", "H", "C", "H", "H", "H", "H", "H", "H", "H", "H", "H", "H"], "coordinates": [[-3.345, 2.767, -2.338], [-2.561, 1.520, -2.569], [-1.148, 1.864, -3.083], [-1.321, 2.465, -4.160], [-0.895, 2.597, -2.545], [-0.350, 0.892, -3.602], [0.466, 0.543, -2.611], [0.384, 0.760, -1.429], [1.108, -0.802, -2.957], [0.870, -1.064, -3.781], [2.024, -1.707, -2.002], [3.043, -2.394, -2.793], [3.831, -2.818, -1.767], [3.672, -3.717, -1.146], [4.306, -2.209, -1.062], [4.964, -3.170, -2.379], [2.569, -2.845, -3.387], [3.568, -1.390, -3.349], [2.248, -1.031, -1.059], [1.014, -2.542, -1.376], [1.363, -3.323, -0.727], [0.571, -3.134, -2.226], [0.010, -1.931, -0.623], [0.388, -1.486, 0.601], [1.034, -2.403, 1.294], [-0.614, -0.594, 1.151], [-0.717, 0.219, 2.270], [-0.021, -0.664, 3.506], [-0.035, 0.215, 4.579], [-0.594, 1.492, 4.755], [-1.061, 1.918, 3.621], [-1.197, 1.319, 2.320], [-1.561, 2.078, 1.168], [-0.960, 2.105, 0.281], [-1.833, 3.181, 1.300], [-2.372, 1.524, 0.863], [-1.606, 2.918, 3.681], [-0.421, 2.107, 5.680], [0.458, -0.590, 5.880], [1.374, -1.311, 5.544], [-0.340, -0.948, 6.437], [1.044, 0.249, 6.488], [0.303, -1.493, 3.259], [-1.187, -0.014, 0.246], [-2.366, 0.787, -1.912], [-3.097, 0.923, -3.321], [-3.620, 3.422, -3.219], [-4.455, 2.526, -1.908], [-2.936, 3.189, -1.594]], "mulliken_charge": [-1.34, -0.14, -0.83, 0.26, 0.75, -0.34, 0.37, -0.52, -0.24, 0.15, 0.26, -0.49, -1.37, 0.36, 0.49, 0.25, 0.77, 0.21, 0.26, -1.21, 0.58, 0.26, -0.29, 0.61, -0.67, -0.10, 1.28, -1.64, 0.97, -0.97, -0.76, 1.10, -1.98, 0.35, 0.26, 0.58, 0.18, 0.31, -1.25, 0.27, 0.32, 0.30, 1.10, -0.07, 0.21, 0.32, 0.34, 0.28, 0.46], "smiles": "CCCOC(=O)N[C@H](CC)COC(=O)Nc1cc(C)ccc1C", "orbital_gap_ev": 9.0}


{"formula": "C53H33Cl5F15GeMgN7O3S2", "method": "ωB97M-V/def2-TZVPD", "symbols": ["Mg", "N", "C", "S", "N", "N", "C", "C", "C", "C", "C", "C", "C", "C", "C", "C", "C", "C", "N", "H", "H", "H", "H", "H", "H", "H", "H", "H", "H", "H", "Cl", "C", "C", "Cl", "C", "Cl", "C", "O", "C", "O", "C", "Cl", "C", "C", "C", "C", "C", "O", "C", "C", "C", "C", "C", "C", "Cl", "C", "C", "C", "N", "C", "N", "C", "N", "H", "H", "H", "H", "H", "H", "H", "H", "H", "H", "H", "H", "H", "H", "H", "H", "H", "H", "H", "H", "H", "H", "F", "C", "C", "C", "F", "C", "F", "C", "F", "C", "F", "Ge", "S", "C", "C", "F", "C", "F", "C", "F", "C", "F", "C", "F", "C", "C", "F", "C", "F", "C", "F", "C", "F", "C", "F"], "coordinates": [[0.028, 0.670, -0.133], [1.086, -0.513, 3.959], [1.168, -0.023, 2.681], [0.557, 1.547, 2.369], [1.784, -0.845, 1.843], [1.673, -0.460, 0.549], [2.621, -0.732, -0.272], [3.904, -1.368, 0.121], [5.090, -0.649, 0.003], [6.297, -1.238, 0.357], [6.327, -2.539, 0.838], [5.142, -3.254, 0.963], [3.936, -2.671, 0.605], [2.402, -0.310, -1.676], [3.330, -0.559, -2.679], [3.065, -0.100, -3.959], [1.887, 0.582, -4.207], [1.004, 0.773, -3.154], [1.254, 0.330, -1.931], [0.962, 0.176, 4.680], [1.699, -1.287, 4.159], [5.049, 0.376, -0.351], [7.215, -0.671, 0.266], [7.268, -2.990, 1.127], [5.157, -4.266, 1.348], [3.008, -3.216, 0.717], [4.248, -1.081, -2.449], [3.784, -0.264, -4.753], [1.653, 0.970, -5.189], [0.066, 1.304, -3.264], [-6.694, 0.993, 0.462], [-5.060, 1.224, -0.087], [-4.796, 1.980, -1.208], [-6.094, 2.718, -2.098], [-3.466, 2.136, -1.646], [-3.106, 3.084, -3.059], [-2.393, 1.566, -0.971], [-1.147, 1.721, -1.298], [-2.679, 0.710, 0.165], [-1.683, 0.104, 0.725], [-4.001, 0.585, 0.580], [-4.307, -0.469, 1.935], [-5.828, -2.834, -3.974], [-4.704, -2.713, -2.936], [-3.586, -1.888, -3.598], [-5.210, -1.879, -1.758], [-4.200, -4.149, -2.530], [-3.499, -4.722, -3.635], [-5.312, -5.200, -2.312], [-6.388, -5.053, -1.226], [-5.905, -5.184, 0.199], [-6.038, -4.154, 1.124], [-5.575, -4.292, 2.427], [-4.983, -5.480, 2.810], [-4.405, -5.673, 4.443], [-4.839, -6.526, 1.912], [-5.300, -6.369, 0.617], [-3.274, -4.187, -1.301], [-2.062, -3.407, -1.447], [-1.572, -2.432, -0.669], [-0.467, -1.942, -1.206], [-0.336, -2.665, -2.338], [-1.262, -3.581, -2.524], [-6.100, -1.835, -4.320], [-6.730, -3.291, -3.566], [-5.499, -3.418, -4.836], [-4.027, -0.966, -3.980], [-3.128, -2.418, -4.433], [-2.810, -1.588, -2.895], [-5.349, -0.852, -2.094], [-4.503, -1.834, -0.931], [-6.169, -2.214, -1.373], [-2.595, -4.368, -3.620], [-4.791, -6.150, -2.158], [-5.813, -5.301, -3.274], [-7.110, -5.857, -1.402], [-6.938, -4.124, -1.346], [-6.477, -3.210, 0.830], [-5.659, -3.472, 3.126], [-4.366, -7.446, 2.228], [-5.180, -7.185, -0.086], [-2.992, -5.231, -1.140], [-3.775, -3.828, -0.405], [-2.039, -2.069, 0.234], [0.472, -2.521, -3.038], [3.364, 5.959, -1.643], [3.956, 6.572, -0.619], [4.113, 5.948, 0.608], [4.711, 6.706, 1.597], [4.913, 6.180, 2.821], [5.153, 8.002, 1.405], [5.739, 8.697, 2.395], [4.990, 8.586, 0.164], [5.406, 9.845, -0.049], [4.388, 7.871, -0.853], [4.221, 8.450, -2.053], [3.591, 4.031, 0.979], [3.285, 2.786, -0.671], [5.149, 3.254, 1.983], [4.929, 2.122, 2.750], [3.682, 1.695, 2.971], [5.954, 1.386, 3.319], [5.703, 0.313, 4.080], [7.263, 1.768, 3.089], [8.277, 1.061, 3.620], [7.526, 2.878, 2.309], [8.801, 3.249, 2.091], [6.470, 3.597, 1.774], [6.801, 4.670, 1.025], [2.222, 4.451, 2.359], [2.342, 4.353, 3.731], [3.471, 3.910, 4.310], [1.312, 4.702, 4.589], [1.456, 4.587, 5.921], [0.122, 5.176, 4.073], [-0.879, 5.518, 4.900], [-0.030, 5.309, 2.705], [-1.178, 5.784, 2.208], [1.019, 4.946, 1.882], [0.845, 5.098, 0.563]], "mulliken_charge": [1.28, -0.50, 0.54, -0.40, -1.50, 1.32, 0.72, -1.12, 0.17, -0.89, -0.52, -0.85, 0.15, -0.08, -0.61, -0.81, -0.90, -0.70, 0.91, 0.25, 0.26, 0.52, 0.47, 0.38, 0.39, 0.46, 0.59, 0.45, 0.47, 0.51, -0.24, 0.21, 0.27, -0.25, 0.25, -0.28, -0.13, -0.72, 0.01, -0.93, 0.29, -0.17, -2.31, 2.71, -1.79, -1.78, 1.65, -0.71, -2.18, -1.16, 0.18, 0.04, -0.86, 0.43, -0.25, -0.87, -0.04, -1.77, 1.14, -0.77, 0.26, -0.78, -1.12, 0.53, 0.30, 0.40, 0.55, 0.40, 0.05, 0.55, 0.10, 0.36, 0.57, 0.75, 0.43, 0.50, 0.45, 0.36, 0.42, 0.41, 0.38, 0.36, 0.60, 0.81, 0.51, -0.28, -0.14, 0.14, 0.41, -0.37, 0.00, -0.32, 0.70, -0.33, 0.01, -0.32, 0.63, -0.46, -0.32, 0.28, -0.16, -0.15, -0.38, 0.73, -0.37, 0.11, -0.35, 0.53, -0.34, -0.04, 0.22, -0.35, 0.16, -0.35, 0.79, -0.35, 0.17, -0.35, 0.28, -0.45], "total_charge": -2, "orbital_gap_ev": 5.8}


For reference, LUMO level by record: 3.781 0.592 3.466 eV.
For reference, energy by record: -127745.6251 -29207.2395 -259082.7988 eV.
For reference, relative energy (zero: lowest compared OMol25 entry of this formula, charge and spin) by record: 10.28 373.29 0.00 kcal per mole.